10
Properties=species:S:1:pos:R:3 method="wB97M-V/def2-TZVPD" e_homo_ev=-9.657 lumo_ev=0.52 smiles="N=C=CC=O.N#N" homo_lumo_gap_ev=10.18
N -0.99 -1.65 -1.62
C -0.59 -0.61 -1.14
C -0.24 0.57 -0.64
C -0.74 0.97 0.68
O -1.56 0.36 1.33
H -0.50 -2.52 -1.42
H 0.44 1.20 -1.20
H -0.30 1.92 1.05
N 2.29 -0.58 1.08
N 2.19 0.14 1.91

=====

10
Properties=species:S:1:pos:R:3 method="wB97M-V/def2-TZVPD" e_homo_ev=-9.485 lumo_ev=-0.25 homo_lumo_gap_ev=9.24
H 1.64 2.36 0.24
N 0.63 2.19 0.08
N 0.49 0.96 0.05
C -0.85 0.55 -0.14
C -1.12 -0.76 -0.16
N -0.19 -1.79 -0.04
C 1.01 -1.77 0.15
O 2.15 -1.93 0.34
H -1.62 1.30 -0.25
H -2.14 -1.11 -0.27

=====

10
Properties=species:S:1:pos:R:3 method="wB97M-V/def2-TZVPD" e_homo_ev=-9.323 lumo_ev=-1.51 smiles="[H]/N=c1/nncco1" homo_lumo_gap_ev=7.82
H -2.54 0.76 0.40
N -2.38 -0.44 0.09
C -1.11 -0.34 -0.11
N -0.47 -1.57 -0.19
N 0.88 -1.49 0.07
C 1.46 -0.35 0.20
C 0.84 0.87 -0.09
O -0.48 1.07 -0.03
H 2.52 -0.38 -0.16
H 1.27 1.89 -0.18

=====

11
Properties=species:S:1:pos:R:3 method="wB97M-V/def2-TZVPD" e_homo_ev=-10.226 lumo_ev=-0.58 smiles="O=Cc1cnnn1O" homo_lumo_gap_ev=9.64
O -2.60 -0.23 -0.11
C -1.62 0.52 0.02
C -0.30 -0.03 0.27
C -0.07 -1.40 0.11
N 1.16 -1.60 -0.03
N 1.91 -0.58 -0.21
N 1.06 0.41 0.01
O 1.15 1.67 -0.06
H -1.96 1.73 -0.43
H -0.77 -2.16 -0.08
H 2.03 1.69 0.52

=====

11
Properties=species:S:1:pos:R:3 method="wB97M-V/def2-TZVPD" e_homo_ev=-9.148 lumo_ev=-0.04 homo_lumo_gap_ev=9.10
C 0.07 -0.32 -0.07
C -1.84 -0.76 -0.01
C -0.81 0.98 0.00
H 3.17 -0.23 0.45
H 1.99 1.08 -0.02
H -2.69 -1.32 0.11
N 2.10 0.06 -0.09
N 1.26 -0.75 -0.12
N -2.11 0.54 -0.07
O -0.84 -1.40 -0.09
O -0.29 2.14 -0.08

=====

11
Properties=species:S:1:pos:R:3 method="wB97M-V/def2-TZVPD" e_homo_ev=-10.172 lumo_ev=0.41 homo_lumo_gap_ev=10.58
H 2.16 0.78 -2.32
N 1.08 0.81 -2.12
C 0.75 0.40 -0.93
N 1.70 0.18 0.16
C 1.03 -0.16 1.19
O -0.24 -0.51 1.48
C -1.28 -0.29 0.41
O -2.35 -0.87 0.45
N -0.61 0.43 -0.60
H 1.64 -0.41 2.10
H -1.31 1.01 -1.34

=====

11
Properties=species:S:1:pos:R:3 method="wB97M-V/def2-TZVPD" e_homo_ev=-9.468 lumo_ev=0.57 smiles="O=COc1cnn[nH]1" homo_lumo_gap_ev=10.04
O 0.76 1.60 -1.19
C 1.63 0.91 -0.78
O 1.32 -0.23 -0.06
C -0.02 -0.41 0.13
C -0.44 -1.29 1.08
N -1.90 -1.12 0.98
N -2.14 -0.16 0.16
N -0.97 0.20 -0.52
H 2.70 1.13 -0.84
H -0.01 -1.75 1.96
H -0.93 1.12 -0.92

=====

11
Properties=species:S:1:pos:R:3 method="wB97M-V/def2-TZVPD" e_homo_ev=-9.032 lumo_ev=-0.11 smiles="O=CN1C=NN=CO1" homo_lumo_gap_ev=8.92
O 2.72 0.45 0.00
C 1.84 -0.37 0.01
N 0.50 -0.05 0.03
C -0.02 1.22 -0.01
N -1.29 1.46 -0.01
N -2.16 0.39 0.02
C -1.68 -0.79 -0.02
O -0.37 -1.14 -0.01
H 2.01 -1.47 -0.04
H 0.72 1.99 -0.01
H -2.27 -1.70 0.04

=====

11
Properties=species:S:1:pos:R:3 method="wB97M-V/def2-TZVPD" e_homo_ev=-9.645 lumo_ev=-1.43 homo_lumo_gap_ev=8.21
C 0.59 0.25 0.23
C -0.77 1.74 -0.16
C -0.83 -0.18 -0.08
H 0.39 -2.10 0.07
H -1.05 2.73 0.02
H -1.98 -1.88 0.14
N 1.66 -0.39 -0.07
N -1.63 0.73 -0.48
N -1.08 -1.49 0.40
O 1.42 -1.80 -0.19
O 0.59 1.60 0.29

=====

11
Properties=species:S:1:pos:R:3 method="wB97M-V/def2-TZVPD" e_homo_ev=-10.156 lumo_ev=0.19 homo_lumo_gap_ev=10.34
O 1.92 -1.17 -0.18
N 2.16 0.14 0.18
C 1.11 0.79 -0.01
C -0.35 0.18 -0.04
C -1.58 0.76 -0.22
N -2.57 -0.18 0.03
N -1.95 -1.24 0.15
O -0.76 -1.05 0.05
H 2.71 -1.78 -0.22
H 1.12 1.92 0.63
H -1.82 1.64 -0.36

=====

11
Properties=species:S:1:pos:R:3 method="wB97M-V/def2-TZVPD" e_homo_ev=-9.303 lumo_ev=-0.04 smiles="[H]/N=C(/C#N)N=C(O)O" homo_lumo_gap_ev=9.26
H 0.10 -3.02 0.30
N 0.18 -2.20 0.89
C 0.24 -1.12 0.28
C 1.77 -0.24 0.40
N 2.90 0.03 0.49
N -0.67 -0.52 -0.46
C -0.78 0.76 -0.27
O -0.73 1.35 0.91
O -1.14 1.57 -1.24
H -0.82 2.31 0.79
H -1.07 1.09 -2.09

=====

11
Properties=species:S:1:pos:R:3 method="wB97M-V/def2-TZVPD" e_homo_ev=-9.016 lumo_ev=-0.03 smiles=Oc1cnnnc1O homo_lumo_gap_ev=8.98
O -1.62 1.17 0.06
C -0.42 0.59 -0.13
C 0.82 1.25 -0.04
N 1.92 0.56 0.00
N 1.69 -0.79 0.12
N 0.60 -1.35 0.03
C -0.56 -0.67 -0.18
O -1.62 -1.14 0.01
H -1.29 2.02 0.54
H 1.06 2.27 -0.21
H -2.41 -0.51 0.17

=====

11
Properties=species:S:1:pos:R:3 method="wB97M-V/def2-TZVPD" e_homo_ev=-9.602 lumo_ev=0.20 homo_lumo_gap_ev=9.80
H 0.47 2.71 0.19
N -0.26 2.07 -0.18
C 0.30 0.90 -0.10
N 1.72 0.48 0.09
C 1.67 -0.76 0.21
O 0.47 -1.41 -0.20
N -0.42 -0.32 -0.23
C -1.87 -0.66 -0.04
O -2.78 0.02 0.28
H 2.58 -1.28 0.58
H -1.87 -1.76 -0.61

=====

11
Properties=species:S:1:pos:R:3 method="wB97M-V/def2-TZVPD" e_homo_ev="-10.053 / -9.977" lumo_ev="-1.57 / -1.12" homo_lumo_gap_ev="8.48 / 8.86"
C 0.01 -0.29 0.00
C 2.19 0.48 0.27
C -1.01 -1.16 -0.44
N -0.48 1.01 0.54
N -2.56 0.75 -0.29
N 1.25 -0.53 0.03
O 3.17 0.57 -0.45
O -1.70 1.28 0.37
H 2.03 1.09 1.14
H -1.31 -1.58 -1.44
H -1.58 -1.63 0.27

=====

12
Properties=species:S:1:pos:R:3 method="wB97M-V/def2-TZVPD" e_homo_ev=-10.693 lumo_ev=-1.68 homo_lumo_gap_ev=9.01
C 1.51 -0.94 -0.37
C 0.97 -1.35 -1.62
C 0.45 -0.23 0.02
N -0.23 -0.89 -1.86
N 0.17 0.85 1.93
N -0.62 -0.23 -0.75
O -1.66 2.40 2.97
O -1.95 1.56 0.68
S -1.13 1.59 1.88
H 2.41 -1.00 0.14
H 1.62 -1.93 -2.29
H -1.54 0.17 -0.73

=====

12
Properties=species:S:1:pos:R:3 method="wB97M-V/def2-TZVPD" e_homo_ev=-9.524 lumo_ev=-0.66 smiles="Nc1ncc([N+](=O)[O-])s1" homo_lumo_gap_ev=8.86
N 1.75 -1.91 1.00
C 0.79 -0.99 0.38
N -0.09 -1.28 -0.46
C -0.84 -0.21 -0.73
C -0.57 1.00 -0.21
N -1.23 2.22 -0.38
O -0.60 3.27 -0.29
O -2.42 2.12 -0.56
S 0.82 0.67 0.94
H 1.64 -2.95 0.58
H 2.57 -1.66 1.21
H -1.80 -0.28 -1.50

=====

12
Properties=species:S:1:pos:R:3 method="wB97M-V/def2-TZVPD" e_homo_ev="-9.618 / -9.653" lumo_ev="-4.65 / -4.63" homo_lumo_gap_ev="4.97 / 5.02"
C 1.08 1.20 1.26
C 0.71 0.11 0.45
C 0.39 2.30 0.71
N -0.06 0.65 -0.49
N -0.19 1.91 -0.37
N -1.34 -2.57 -1.18
O -1.34 -2.06 -0.11
O -1.62 -3.71 -1.50
S -0.82 -1.45 -2.52
H 1.60 1.27 2.25
H 1.00 -1.01 0.68
H 0.59 3.35 0.84

=====

11
Properties=species:S:1:pos:R:3 method="wB97M-V/def2-TZVPD" e_homo_ev=-9.395 lumo_ev=-1.86 smiles="Cc1nnc(=S)on1" homo_lumo_gap_ev=7.53
C -3.11 -0.04 0.03
C -1.63 0.09 0.04
N -0.99 -1.20 0.03
N 0.26 -1.21 -0.08
C 1.00 -0.03 -0.01
S 2.63 -0.04 0.03
O 0.38 1.16 -0.01
N -1.01 1.19 -0.05
H -3.42 -0.56 0.94
H -3.56 0.93 0.00
H -3.47 -0.61 -0.86

=====

10
Properties=species:S:1:pos:R:3 method="wB97M-V/def2-TZVPD" e_homo_ev=-9.150 lumo_ev=-1.11 homo_lumo_gap_ev=8.04
C 0.07 -0.98 -0.36
C 1.34 0.46 0.29
C -0.82 0.31 -0.09
H -1.31 -2.00 -0.52
H 2.24 1.01 0.69
H -0.21 2.14 0.47
N -0.31 -2.13 -0.58
N 1.39 -0.65 -0.10
N 0.09 1.09 0.44
S -2.47 0.75 -0.25

=====

10
Properties=species:S:1:pos:R:3 method="wB97M-V/def2-TZVPD" e_homo_ev=-9.062 lumo_ev=-0.63 smiles="S=Cn1nccn1" homo_lumo_gap_ev=8.44
S 3.12 0.28 -0.02
C 1.79 -0.59 -0.01
N 0.49 -0.15 -0.03
N -0.49 -1.03 0.01
C -1.58 -0.32 -0.03
C -1.11 1.08 -0.01
N 0.20 1.14 0.03
H 1.88 -1.64 0.16
H -2.55 -0.74 -0.12
H -1.74 1.96 0.02

=====

Respective ΔE to the lowest compared entry with this formula, charge and spin values: 78.9; 194.2; 504.7; 686.1; 566.0; 230.3; 334.3; 465.6; 609.9; 769.0; 388.3; 552.9; 430.8; 971.4; 490.6; 354.3; 816.8; 449.6; 167.5; 171.4 kJ/mol.
Respective calculated total energy values: -355.60984; -355.56592; -355.44765; -430.65966; -430.70541; -430.83327; -430.79364; -430.74362; -430.68866; -430.62808; -430.77307; -430.71040; -430.75688; -430.55100; -828.85043; -828.90234; -828.72620; -753.68155; -678.51550; -678.51401 a.u..